Record 1
Molecular formula: C6H14FInN2O2
Method: DFT, ωB97M-V/def2-TZVPD

Last column: Löwdin charge in e.
Atoms and positions in Å:
1 H 0.801 3.985 -2.960  0.122
2 H 0.990 5.017 -0.193  0.111
3 In 1.311 -1.385 -1.090  1.550
4 H -2.561 -4.076 -1.110  0.107
5 C 1.909 4.465 0.020  -0.021
6 H 2.765 4.994 -0.392  0.106
7 H 1.621 2.390 0.350  0.156
8 C 1.782 3.552 -2.766  0.065
9 H 2.036 2.941 -3.633  0.103
10 C -1.821 -3.280 0.718  -0.461
11 H -3.040 -5.051 0.314  0.101
12 H 2.617 4.231 -2.618  0.105
13 H 1.997 4.482 1.103  0.104
14 F 3.642 -2.589 -0.153  -0.356
15 H -1.448 -1.378 2.560  0.088
16 H -3.077 -3.898 2.059  0.164
17 H -1.818 -2.565 3.803  0.113
18 H -1.418 -5.125 -0.250  0.111
19 H -3.135 -1.592 3.039  0.111
20 N 1.684 3.085 -0.382  0.064
21 N -2.393 -3.166 1.923  0.080
22 C 1.612 2.580 -1.613  -0.445
23 O -0.985 -2.435 0.328  -0.054
24 C -2.185 -2.103 2.885  -0.003
25 C -2.259 -4.438 -0.129  0.040
26 O 1.374 1.361 -1.815  -0.060

## Properties
E_LUMO: -0.5016 Ha
Net charge: +2
ΔE to the lowest compared entry with this formula, charge and spin: 2.9 kcal per mole
Electronic energy: -21393.158 eV
Orbital gap: 3.368 eV

=====

Record 2
Molecular formula: C6H14FNO4S
Method: DFT, ωB97M-V/def2-TZVPD

Last column: Löwdin charge in e.
Atoms and positions in Å:
1 H -1.842 0.379 -0.478  0.052
2 H 0.634 1.077 -4.046  0.114
3 O -0.180 -0.470 5.777  -0.235
4 H -3.007 0.060 0.794  0.079
5 H -1.158 -1.910 1.242  0.121
6 H 0.587 -1.236 -3.419  0.118
7 O -0.615 -2.451 4.507  -0.216
8 F -2.277 -0.717 4.717  -0.114
9 H 1.687 2.692 -2.543  0.113
10 N -0.265 -0.249 3.263  -0.081
11 H 1.252 1.213 -0.278  0.118
12 C 1.279 -0.605 -2.860  -0.196
13 H 2.211 -1.159 -2.710  0.118
14 C 1.837 1.632 -2.344  -0.167
15 O 0.722 -0.311 -1.573  -0.159
16 C 0.880 1.085 -1.296  -0.216
17 C 1.537 0.733 -3.537  -0.169
18 O -1.371 -0.146 2.393  -0.190
19 C -2.210 -0.384 0.198  -0.049
20 H 2.343 0.688 -4.268  0.112
21 H -0.103 1.563 -1.370  0.111
22 H -0.137 0.703 3.612  0.117
23 C -1.105 -0.824 1.165  -0.233
24 S -0.776 -1.077 4.664  0.569
25 H -2.647 -1.228 -0.324  0.076
26 H 2.870 1.489 -2.020  0.115
27 H -0.146 -0.547 0.737  0.091

## Properties
E_LUMO: 0.0247 Ha
ΔE to the lowest compared entry with this formula, charge and spin: 8.2 kcal per mole
Electronic energy: -29679.013 eV
Structure (SMILES): CCONS(=O)(=O)F.C1CCOC1
Orbital gap: 10.563 eV

=====

Record 3
Molecular formula: C6H14I2N2OPdSe3Te
Method: DFT, ωB97M-V/def2-TZVPD

Last column: Löwdin charge in e.
Atoms and positions in Å:
1 C -3.496 -1.156 -1.566  -0.123
2 H -3.229 -2.672 0.218  0.064
3 H -0.007 -0.788 2.022  0.097
4 H -1.189 -1.921 2.702  0.076
5 C -2.047 0.662 -2.323  -0.026
6 H -3.742 -1.253 1.274  0.105
7 H -2.301 1.701 -2.101  0.090
8 Se 3.796 -0.087 -1.756  -0.064
9 C -2.952 -1.984 1.002  -0.101
10 C -1.451 -0.511 -0.288  -0.472
11 N -1.703 -1.313 0.819  -0.138
12 Pd 3.096 1.437 0.092  -0.424
13 O -0.319 -0.062 -0.371  0.019
14 I 4.525 0.390 2.116  0.768
15 Se 2.217 3.231 1.525  -0.101
16 H 6.175 2.402 2.785  -0.044
17 Se 1.727 3.818 -0.751  -0.149
18 H -4.392 -1.046 -0.874  0.099
19 I 6.044 3.237 0.255  0.761
20 H 7.065 1.273 1.721  -0.037
21 H -2.486 0.274 -3.243  0.080
22 H -0.154 -2.541 1.485  0.086
23 H -3.229 -2.211 -1.638  0.086
24 H -0.953 0.596 -2.305  0.072
25 H -3.935 -0.835 -2.528  0.086
26 C -0.670 -1.640 1.784  -0.046
27 C 6.157 1.876 1.841  -1.082
28 H -2.943 -2.595 1.909  0.083
29 Te 2.825 2.005 -2.547  0.368
30 N -2.429 -0.289 -1.259  -0.134

## Properties
E_LUMO (spin up / spin down): -0.0419 / -0.0799 Ha
ΔE to the lowest compared entry with this formula, charge and spin: 5.2 kcal per mole
Electronic energy: -234488.914 eV
Spin multiplicity: 3
Orbital gap (spin up / spin down): 5.674 / 4.975 eV